Entry 1:
Here is a cluster of 3 separate species, C7H6O4 in total from the OMol25 dataset. Energies are from ωB97M-V/def2-TZVPD.

- energy relative to the best compared isomer or geometry (same formula, charge and spin) (eV) = 8.292
- HOMO (eV) = -8.1
- spin multiplicity = 1
- gap between HOMO and LUMO (eV) = 6.97

Atoms and positions in Å:
C -0.0298 1.2417 1.0656
C -1.2704 0.3303 1.0508
C -1.3033 -1.1812 0.8609
C -0.6098 -1.9199 -0.1187
C 0.2982 -1.2695 -0.9782
C 0.5499 0.1589 -1.0501
C 0.9095 1.0362 0.0810
H -1.3163 2.8547 1.8381
H -1.8658 0.6351 2.0172
H -2.1090 -1.4754 1.6450
H -0.3440 -3.3740 0.0616
H 1.2592 -1.2341 -2.5286
H 1.7721 1.4349 -1.7940
O -0.0162 2.4057 1.7312
O 0.8298 -1.9809 -2.0057
O 1.3385 0.4778 -1.9844
O 1.9077 1.8597 0.1083

Atomic partial charges in e from the Mulliken method, atoms 1 to 8: 0.627 -0.831 -0.034 -0.476 0.435 0.217 0.729 0.441

=====

Entry 2:
Here is an isolated molecule of C5H11NO from the OMol25 dataset. Energies are from ωB97M-V/def2-TZVPD.

- energy relative to the best compared isomer or geometry (same formula, charge and spin) (eV) = 0.406
- HOMO (eV) = -9.1
- spin multiplicity = 1
- gap between HOMO and LUMO (eV) = 10.02
- structure (SMILES) = CCN(C)C(C)=O

Atoms and positions in Å:
C -0.0039 -1.9339 -1.1621
C 0.2157 -0.4472 -1.4380
N 0.1549 0.3625 -0.2210
C 1.3543 0.9899 0.3014
C -1.0469 0.4089 0.4311
O -2.0633 -0.0547 -0.0692
C -1.0607 1.0091 1.8246
H 0.0342 -2.5033 -2.0969
H -0.9882 -2.0819 -0.7108
H 0.7605 -2.3271 -0.4830
H -0.5498 -0.0917 -2.1349
H 1.1950 -0.2802 -1.8999
H 2.0594 1.1483 -0.5192
H 1.1270 1.9731 0.7244
H 1.8569 0.3921 1.0745
H -2.0577 0.8456 2.2347
H -0.8478 2.0831 1.8215
H -0.3197 0.5221 2.4690

Atomic partial charges in e from the Mulliken method, atoms 1 to 8: -1.085 -0.520 0.108 -0.970 0.816 -0.651 -1.271 0.351

=====

Entry 3:
Here is a structure of composition C32H43BiN3P from the OMol25 dataset. Energies are from ωB97M-V/def2-TZVPD.

- energy relative to the best compared isomer or geometry (same formula, charge and spin) (eV) = 0.000
- HOMO (eV) = -13.4
- spin multiplicity = 1
- gap between HOMO and LUMO (eV) = 7.03
- net charge = +2

Atoms and positions in Å:
Bi -0.7896 -1.0487 0.6078
C -0.7718 -4.9401 -1.1629
C -0.5479 -4.2531 0.0918
C -1.5818 -4.1030 1.0011
C -1.2886 -3.6844 2.2928
C -0.0299 -3.4638 2.7459
C 1.0119 -3.5623 1.8129
C 0.7644 -3.9348 0.4879
H -0.5087 -6.0171 -0.9993
H -0.1595 -4.5899 -1.9494
H -1.7782 -4.9067 -1.5132
H -2.5670 -4.3755 0.6924
H -2.1349 -3.6141 3.0158
H 0.1408 -3.2079 3.7930
H 2.0801 -3.3040 2.0988
H 1.5813 -3.9866 -0.2154
C 0.4269 0.1984 -3.8826
C -0.7061 -0.4633 -3.1531
C -0.4719 -1.9314 -2.8708
P -1.3762 0.2722 -1.6186
C -3.1399 0.5877 -2.0868
C -3.2750 1.6712 -3.1696
C -4.0495 0.6760 -0.8939
C -0.4164 1.7496 -1.1902
C -0.6733 2.9614 -1.8450
C 0.0190 4.0885 -1.5468
C -0.0846 5.3500 -2.4135
C 0.9484 3.9976 -0.4984
C 1.1911 2.7490 0.1415
C 0.5529 1.5845 -0.2111
N 0.8263 0.2839 0.3202
C 2.0232 0.1536 1.0817
C 3.2247 -0.0480 0.3914
C 3.3539 -0.0663 -1.1041
C 4.3737 -0.3107 1.1357
C 4.3401 -0.3685 2.5168
C 5.5708 -0.8192 3.2336
C 3.1821 0.0013 3.2032
C 1.9697 0.1627 2.5022
C 0.6502 0.4540 3.1837
H 0.7708 -0.4098 -4.7373
H 1.3185 0.4489 -3.3323
H 0.1471 1.1599 -4.2677
H -1.5207 -0.3903 -3.8988
H 0.1814 -2.1809 -2.0526
H 0.0443 -2.4358 -3.6518
H -1.3969 -2.4799 -2.6535
H -3.3761 -0.4023 -2.5897
H -3.4114 2.6273 -2.6540
H -4.2613 1.4705 -3.6604
H -2.5322 1.7162 -3.9941
H -3.9917 1.6492 -0.4399
H -3.8953 -0.0491 -0.0806
H -5.0702 0.6210 -1.2162
H -1.2999 3.0033 -2.6808
H -0.2244 6.2594 -1.8259
H -1.0126 5.2921 -2.9957
H 0.7303 5.3759 -3.1392
H 1.4006 4.8880 -0.0883
H 1.8398 2.7435 1.0463
H 2.3655 -0.2382 -1.4882
H 4.0341 -0.8117 -1.4219
H 3.7628 0.8582 -1.3203
H 5.2655 -0.4234 0.4791
H 5.3358 -1.6174 3.9184
H 6.0720 -0.0139 3.7971
H 6.2403 -1.2583 2.5181
H 3.1965 0.0156 4.3321
H 0.7694 0.7017 4.3017
H -0.0277 -0.3570 3.2059
H 0.1931 1.2733 2.6993
N -2.0623 1.9819 1.6993
C -2.6711 2.4249 2.8158
C -3.2025 1.3279 3.5110
C -2.7721 0.2445 2.7229
N -2.1274 0.6212 1.6794
H -1.4527 2.4327 1.0396
H -2.6248 3.4880 3.0538
H -3.6863 1.3173 4.4764
H -2.9288 -0.8165 2.8677

Atomic partial charges in e from the Mulliken method, atoms 1 to 8: 1.040 -1.920 1.139 -0.644 -0.534 -0.478 -0.076 -0.501